Arrangement 1

Here is a 2-piece molecular cluster, CH6NO2 overall from OMol25. Energies are from ωB97M-V with the def2-TZVPD basis set.

Output
gap between HOMO and LUMO: 7.72 eV
molar mass: 64.06 g mol⁻¹
net charge: -1
LUMO level: 0.1688 hartree

Each line ends with the Löwdin charge.
CARTESIAN COORDINATES (ANGSTROEM)
1 O -0.2430 -0.4211 -0.5585  -0.327
2 O 2.3824 -0.5265 -0.6716  -0.135
3 N -1.1755 0.6682 1.3608  -0.052
4 C -1.2906 0.2818 -0.1317  -0.580
5 H -1.4336 -0.2182 1.7763  0.010
6 H -2.2829 -0.2016 -0.1738  0.061
7 H -1.4194 1.2478 -0.6891  0.064
8 H 1.4187 -0.3009 -0.6113  -0.038
9 H 2.7113 0.3023 -0.9879  -0.019
10 H -0.1676 0.7141 1.4249  0.017


Arrangement 2

Here is a 2-piece molecular cluster, CH6NO2 overall from OMol25. Energies are from ωB97M-V with the def2-TZVPD basis set.

Output
gap between HOMO and LUMO: 7.22 eV
molar mass: 64.06 g mol⁻¹
net charge: -1
LUMO level: 0.1583 hartree

Each line ends with the Löwdin charge.
CARTESIAN COORDINATES (ANGSTROEM)
1 O -2.2667 0.2896 -0.4411  -0.595
2 O 0.8176 1.0502 0.5289  -0.122
3 N 0.3810 -1.2722 -0.0438  -0.003
4 C 1.3570 -0.2054 0.0554  -0.376
5 H 1.7413 0.0435 -0.9411  0.093
6 H -0.4763 -0.9406 0.4085  0.034
7 H -2.6089 1.1553 -0.2412  -0.208
8 H 2.2161 -0.5017 0.6932  0.090
9 H 0.1746 -1.2216 -1.0305  0.049
10 H -0.1438 0.9108 0.3878  0.038


Most stable to least stable, the ends of the list are arrangement 1 and arrangement 2.


Arrangement 1

Here is a 2-piece molecular cluster, CH2OS overall from OMol25. Energies are from ωB97M-V with the def2-TZVPD basis set.

Output
gap between HOMO and LUMO (spin up / spin down): 8.65 / 8.85 eV
molar mass: 62.09 g mol⁻¹
LUMO level (spin up / spin down): -0.0263 / -0.0078 hartree

Each line ends with the Löwdin charge.
CARTESIAN COORDINATES (ANGSTROEM)
1 S -1.5262 -1.0183 0.1589  0.842
2 O -0.0723 -0.6621 1.0444  -0.410
3 C -0.0443 -0.1856 -0.1827  -0.546
4 H 0.6273 -0.6222 -0.8748  0.040
5 H 1.0155 2.4882 -0.1458  0.074


Arrangement 2

Here is one molecule with the formula CH2OS from OMol25. Energies are from ωB97M-V with the def2-TZVPD basis set.

Output
gap between HOMO and LUMO: 9.16 eV
molar mass: 62.09 g mol⁻¹
SMILES: C1OS1
LUMO level: 0.0125 hartree

Each line ends with the Löwdin charge.
CARTESIAN COORDINATES (ANGSTROEM)
1 S 2.1649 -0.4099 0.0062  0.792
2 O 1.4528 1.1091 -0.0237  -0.552
3 C 0.3997 0.0981 0.0174  -0.408
4 H -0.0885 0.1596 -0.9639  0.075
5 H -0.1274 -0.1004 1.0090  0.094


Most stable to least stable, the ends of the list are arrangement 2 and arrangement 1.


Arrangement 1

Here is a 2-piece molecular cluster, C3H8NO overall from OMol25. Energies are from ωB97M-V with the def2-TZVPD basis set.

Output
gap between HOMO and LUMO: 6.43 eV
molar mass: 74.10 g mol⁻¹
net charge: +1
LUMO level: -0.2287 hartree

Each line ends with the Löwdin charge.
CARTESIAN COORDINATES (ANGSTROEM)
1 O 1.0604 0.8780 -0.2632  -0.047
2 N -1.7425 0.3195 -0.2842  0.190
3 C -2.8608 -0.1119 0.1549  0.183
4 C 2.0160 -0.0850 -0.0250  -0.264
5 C 1.7268 -1.2379 0.5476  0.020
6 H 0.6814 -1.4984 0.6692  0.048
7 H 2.4780 -1.9874 0.7137  0.064
8 H -3.2195 0.2838 1.1010  0.131
9 H -3.5076 -0.8337 -0.3390  0.133
10 H 1.5229 1.6637 -0.5733  0.106
11 H -1.1246 -0.1200 -0.9674  0.151
12 H 2.9620 0.0358 -0.5412  0.120
13 H -1.5602 1.3258 -0.2162  0.165


Arrangement 2

Here is a 2-piece molecular cluster, C3H8NO overall from OMol25. Energies are from ωB97M-V with the def2-TZVPD basis set.

Output
gap between HOMO and LUMO: 7.95 eV
molar mass: 74.10 g mol⁻¹
net charge: +1
LUMO level: -0.1896 hartree

Each line ends with the Löwdin charge.
CARTESIAN COORDINATES (ANGSTROEM)
1 O 0.1670 1.4281 -0.3133  -0.048
2 N -1.6084 -1.2158 0.6934  0.204
3 C 1.8189 -0.2726 -0.0415  0.024
4 C 1.4705 0.9889 -0.2296  -0.240
5 C -1.6876 -0.3567 -0.2444  0.132
6 H 2.2287 1.7520 -0.3218  0.120
7 H 1.1011 -1.0682 0.0801  0.030
8 H -1.0718 -2.0785 0.5733  0.161
9 H -1.2472 -0.5503 -1.2120  0.131
10 H 0.1987 2.3795 -0.5294  0.128
11 H -1.9760 -1.0227 1.6205  0.165
12 H -2.2561 0.5458 -0.0738  0.127
13 H 2.8623 -0.5296 -0.0015  0.067


Arrangement 3

Here is a 2-piece molecular cluster, C3H8NO overall from OMol25. Energies are from ωB97M-V with the def2-TZVPD basis set.

Output
gap between HOMO and LUMO: 7.02 eV
molar mass: 74.10 g mol⁻¹
net charge: +1
LUMO level: -0.2467 hartree

Each line ends with the Löwdin charge.
CARTESIAN COORDINATES (ANGSTROEM)
1 O -0.1543 1.2508 -0.6603  -0.135
2 N 0.5564 0.3302 1.6166  0.157
3 C -0.9088 -0.8344 -1.9457  0.051
4 C 0.5316 -0.7924 2.1349  0.136
5 C 0.0319 -0.0900 -1.2383  -0.232
6 H 0.8168 1.2638 1.9374  0.179
7 H -0.1215 1.8563 -1.5101  0.190
8 H 0.6283 -1.7678 1.5119  0.153
9 H -0.0069 0.6021 0.8085  0.081
10 H -0.1353 -1.0058 2.9732  0.139
11 H 0.9446 -0.6225 -0.9268  0.098
12 H -1.9607 -0.5435 -1.9029  0.058
13 H -0.7538 -1.7998 -2.6302  0.125


Arrangement 4

Here is an isolated ion of composition C3H8NO and charge +1 from OMol25. Energies are from ωB97M-V with the def2-TZVPD basis set.

Output
gap between HOMO and LUMO: 11.61 eV
molar mass: 74.10 g mol⁻¹
net charge: +1
SMILES: C[NH2+]CC=O
LUMO level: -0.1353 hartree

Each line ends with the Löwdin charge.
CARTESIAN COORDINATES (ANGSTROEM)
1 O 0.4699 -2.3396 -0.0758  0.089
2 N -0.6728 -0.0330 0.1051  0.026
3 C 1.2653 -1.5170 0.2977  -0.169
4 C -0.9980 1.1911 -0.6795  0.017
5 C 0.7612 -0.1019 0.5787  -0.047
6 H 1.2713 0.6202 -0.0502  0.133
7 H -1.2289 -0.0787 0.9580  0.188
8 H -0.8893 -0.8212 -0.4444  0.134
9 H 0.8708 0.1624 1.6263  0.148
10 H -0.4161 2.0675 -0.3784  0.109
11 H 2.3304 -1.7306 0.1888  0.144
12 H -0.7727 1.0437 -1.7254  0.116
13 H -1.9911 1.5371 -0.4009  0.113


Most stable to least stable, the ends of the list are arrangement 4 and arrangement 3.


Arrangement 1

Here is a 2-piece molecular cluster, C4H11NO2 overall from OMol25. Energies are from ωB97M-V with the def2-TZVPD basis set.

Output
gap between HOMO and LUMO (spin up / spin down): 10.17 / 6.47 eV
⟨S²⟩: 0.75
molar mass: 105.14 g mol⁻¹
net charge: +1
2S+1: 2
LUMO level (spin up / spin down): -0.1489 / -0.2852 hartree

Each line ends with the Löwdin charge.
CARTESIAN COORDINATES (ANGSTROEM)
1 O -1.5487 3.1325 0.5034  -0.023
2 O -0.5913 -1.4875 -0.0241  0.085
3 N -0.9356 0.9529 1.0697  0.047
4 C 1.3653 -2.4406 0.6993  0.281
5 C -1.1503 1.8849 -0.0126  -0.325
6 C 1.3182 -1.0259 -1.4113  0.035
7 C 0.6936 -1.6538 -0.2341  -0.346
8 H -1.7183 1.0036 1.7139  0.121
9 H -0.1856 2.0408 -0.5086  0.119
10 H 2.4477 -2.4472 0.7318  0.110
11 H -2.1533 3.5811 -0.0897  0.098
12 H -1.8626 1.5004 -0.7430  0.132
13 H -0.0919 1.2193 1.5601  0.112
14 H 0.8036 -3.0388 1.4056  0.115
15 H 0.8753 -0.0441 -1.5769  0.097
16 H 2.3920 -0.9183 -1.2728  0.106
17 H -0.7678 -0.5861 0.4599  0.104
18 H 1.1095 -1.6732 -2.2705  0.132


Arrangement 2

Here is a 2-piece molecular cluster, C4H11NO2 overall from OMol25. Energies are from ωB97M-V with the def2-TZVPD basis set.

Output
gap between HOMO and LUMO (spin up / spin down): 10.42 / 5.71 eV
⟨S²⟩: 0.75
molar mass: 105.14 g mol⁻¹
net charge: +1
2S+1: 2
LUMO level (spin up / spin down): -0.1321 / -0.3047 hartree

Each line ends with the Löwdin charge.
CARTESIAN COORDINATES (ANGSTROEM)
1 O 1.4560 2.3450 -0.2413  0.099
2 O -0.2793 -2.3609 -3.5397  -0.063
3 N -1.0572 -0.4850 1.4175  0.117
4 C -2.5049 -0.4258 1.4470  0.014
5 C -0.2940 0.3193 0.5174  -0.152
6 C 1.9234 1.4977 0.4546  -0.241
7 C 1.2185 0.1552 0.6900  -0.110
8 H 1.7353 -0.4925 -0.0317  0.137
9 H -0.5290 1.3646 0.8105  0.164
10 H -2.8814 -0.0969 0.4781  0.125
11 H -0.3212 -2.5320 -2.5966  0.010
12 H -2.8348 0.2894 2.1892  0.125
13 H -2.8999 -1.3953 1.6959  0.108
14 H 0.3322 -3.0302 -3.8952  0.053
15 H 1.4378 -0.1901 1.6959  0.119
16 H -0.6215 0.2609 -0.5183  0.169
17 H -0.7014 -1.4520 1.5102  0.188
18 H 2.9005 1.5792 0.9556  0.137


Arrangement 3

Here is an isolated ion of composition C4H11NO2 and charge +1 from OMol25. Energies are from ωB97M-V with the def2-TZVPD basis set.

Output
gap between HOMO and LUMO (spin up / spin down): 10.95 / 5.65 eV
⟨S²⟩: 0.76
molar mass: 105.14 g mol⁻¹
net charge: +1
2S+1: 2
LUMO level (spin up / spin down): -0.1368 / -0.3251 hartree

Each line ends with the Löwdin charge.
CARTESIAN COORDINATES (ANGSTROEM)
1 O -0.5162 -2.7774 -1.2089  -0.030
2 O 0.2403 2.7875 1.0712  0.011
3 N 0.4716 0.8378 -1.0960  0.295
4 C 0.3521 0.4312 0.2973  -0.295
5 C -0.3492 1.5389 1.1552  -0.177
6 C 0.4113 -2.0194 -0.4600  -0.209
7 C -0.3224 -0.9374 0.3911  -0.107
8 H 0.3324 3.1597 0.1697  0.117
9 H -1.3747 -0.9205 0.0855  0.130
10 H -0.4258 -1.0509 1.4750  0.134
11 H 0.9533 -2.7148 0.1722  0.135
12 H -0.3264 0.6282 -1.7045  0.167
13 H -1.4139 1.5087 0.9099  0.144
14 H 1.0447 -1.4801 -1.1681  0.112
15 H -0.2534 1.2046 2.1862  0.149
16 H -1.2259 -2.2424 -1.5781  0.090
17 H 0.9972 1.6875 -1.3010  0.152
18 H 1.4047 0.3588 0.6033  0.183


Most stable to least stable, the ends of the list are arrangement 1 and arrangement 3.


Arrangement 1

Here is one molecule with the formula C6H9NS from OMol25. Energies are from ωB97M-V with the def2-TZVPD basis set.

Output
gap between HOMO and LUMO: 8.79 eV
molar mass: 127.21 g mol⁻¹
SMILES: C=C1CN[C@@H]2C[C@@]12S
LUMO level: 0.0198 hartree

Each line ends with the Löwdin charge.
CARTESIAN COORDINATES (ANGSTROEM)
1 S -1.2953 1.4530 -0.7405  0.725
2 N -0.3268 -1.2396 -1.3031  -0.024
3 C 0.9203 0.3338 0.0761  -0.379
4 C 0.8727 -0.3440 -1.3056  -0.186
5 C -1.5730 -0.7035 1.1789  -0.019
6 C -0.5622 0.3093 0.4791  -0.627
7 C 1.9627 0.8945 0.7444  0.031
8 C -0.6681 -1.1856 0.0748  -0.348
9 H -1.1403 -1.0385 2.2299  0.144
10 H 0.6636 0.4695 -2.0804  0.108
11 H 0.0620 -1.6958 0.6715  0.128
12 H 2.9602 1.0737 0.1823  0.080
13 H 1.8326 -0.8506 -1.5214  0.122
14 H 1.9354 1.5417 1.6916  0.081
15 H -1.0810 -0.9355 -1.8740  0.071
16 H -1.9250 2.4472 0.3452  0.008
17 H -2.6379 -0.5296 1.1514  0.085


Arrangement 2

Here is a 2-piece molecular cluster, C6H9NS overall from OMol25. Energies are from ωB97M-V with the def2-TZVPD basis set.

Output
gap between HOMO and LUMO (spin up / spin down): 7.34 / 7.51 eV
molar mass: 127.21 g mol⁻¹
LUMO level (spin up / spin down): -0.0269 / -0.0251 hartree

Each line ends with the Löwdin charge.
CARTESIAN COORDINATES (ANGSTROEM)
1 S -0.8098 1.0566 -2.2917  0.799
2 N 3.2373 0.2560 -0.1188  0.132
3 C 0.5851 -1.3444 -2.5132  -0.170
4 C 0.7974 -0.0311 0.4682  -0.243
5 C -1.3876 0.1496 1.5861  -0.088
6 C 2.0642 0.2432 0.1906  -0.315
7 C 0.0210 -0.1946 -1.8387  -0.651
8 C -0.0802 0.9885 1.0885  -0.248
9 H 0.7787 -2.1438 -1.8193  0.068
10 H -2.0927 -0.2243 0.7587  0.088
11 H 1.5204 -1.0936 -2.9181  0.067
12 H -0.1190 -1.7945 -3.3565  0.135
13 H 0.7409 -1.0647 0.9852  0.150
14 H -2.0176 0.6460 2.3397  0.058
15 H -0.4073 1.7142 0.2963  0.065
16 H 0.4869 1.4967 1.8647  0.110
17 H -0.9137 -0.7146 2.0495  0.042


Most stable to least stable, the ends of the list are arrangement 2 and arrangement 1.


Arrangement 1

Here is C6H9NS as an isolated structure from OMol25. Energies are from ωB97M-V with the def2-TZVPD basis set.

Output
gap between HOMO and LUMO: 9.52 eV
molar mass: 127.21 g mol⁻¹
LUMO level: 0.0328 hartree

Each line ends with the Löwdin charge.
CARTESIAN COORDINATES (ANGSTROEM)
1 S 1.4549 1.7827 1.6646  0.778
2 N -1.5828 -0.4738 -1.5479  0.038
3 C 0.6766 0.4991 -0.6946  -0.106
4 C -0.0252 -1.5934 0.1447  -0.002
5 C 0.5421 0.5133 0.8192  -0.825
6 C -0.9867 0.6154 0.6785  -0.079
7 C 0.6789 -0.9912 1.1520  -0.075
8 C -0.6552 -0.3220 -0.5367  -0.528
9 H 2.6683 1.4115 1.2765  -0.142
10 H -1.8350 0.4993 -1.9858  0.129
11 H -1.7170 0.4100 1.4633  0.118
12 H -1.2571 1.6458 0.4000  0.113
13 H -1.5057 -1.1801 -2.3687  0.122
14 H 1.5338 -1.5101 1.7338  0.132
15 H 0.6274 1.4590 -1.0825  0.085
16 H 1.5277 -0.0443 -1.0581  0.112
17 H -0.1449 -2.7213 -0.0584  0.130


Arrangement 2

Here is C6H9NS as an isolated structure from OMol25. Energies are from ωB97M-V with the def2-TZVPD basis set.

Output
gap between HOMO and LUMO: 8.45 eV
molar mass: 127.21 g mol⁻¹
LUMO level: 0.0034 hartree

Each line ends with the Löwdin charge.
CARTESIAN COORDINATES (ANGSTROEM)
1 S 2.9833 0.1813 -0.1154  0.724
2 N -0.7616 -0.7199 0.6971  -0.054
3 C 0.5910 -0.4491 1.2777  -0.192
4 C 1.4279 -0.1993 0.0189  -0.790
5 C 0.3828 -0.4131 -1.0347  -0.219
6 C -0.3479 -1.6296 -0.4220  -0.130
7 C -0.8171 0.3452 -0.3802  -0.308
8 C -0.7376 1.8100 0.0023  -0.036
9 H 0.6931 -0.3168 -2.0907  0.143
10 H 0.1849 2.1225 0.4526  0.065
11 H -1.2276 -1.9295 -1.0048  0.118
12 H -1.7164 0.1738 -0.9664  0.136
13 H 0.2323 -2.5323 -0.1006  0.134
14 H -1.5177 2.0461 0.7280  0.089
15 H -0.8837 2.4201 -0.8658  0.076
16 H 0.5553 0.4120 1.9512  0.117
17 H 0.9589 -1.3213 1.8528  0.129


Most stable to least stable, the ends of the list are arrangement 2 and arrangement 1.